Record 1
69
Properties=species:S:1:pos:R:3:forces:R:3:mulliken_charge:R:1 method="wB97M-V/def2-TZVPD" multiplicity=1 de_lowest_kj_mol=71.3 total_charge=-1 homo_lumo_gap_ev=7.19 fmax_ev_per_a=2.48 e_tot_ha=-1609.510829 lumo_energy_ha=0.098
C -1.257554 3.849949 1.503333 -0.7 0.5 -0.5 -0.71
C -0.713464 3.130183 0.244046 0.5 0.7 0.9 -0.67
P 0.093745 1.431485 0.530389 -2.4 -0.6 0.1 1.06
N -0.987819 1.137406 1.943164 0.0 0.2 0.4 -0.83
N 1.084886 1.701999 -1.071544 0.1 -0.7 -1.1 -0.45
C 0.409865 1.701010 -2.066815 -0.1 1.9 0.4 0.60
O -0.318946 1.968112 -2.971508 0.4 -1.0 -0.1 -0.62
O 0.707810 -0.208816 0.755559 1.7 0.0 -0.9 -0.65
C 1.825493 -0.216541 1.627585 -1.7 1.1 1.0 -0.92
C 2.496490 1.160328 1.501149 0.8 0.7 1.0 0.26
C 3.681230 1.354120 0.508418 -0.1 -0.4 -0.5 -1.17
C 4.169480 0.082870 -0.227371 0.5 0.6 -1.3 1.04
C 3.427532 -0.096090 -1.574103 0.3 -1.0 0.5 -1.34
C 5.679616 0.150749 -0.573071 -0.5 -0.7 0.2 -1.66
O 1.407786 2.068909 1.398924 0.0 -0.6 -0.8 -0.62
H -0.575749 3.851370 2.354035 0.0 -0.2 -0.1 0.20
H -2.252757 3.474919 1.826490 0.8 0.0 0.0 -0.05
H -1.438257 4.903483 1.215766 0.1 -0.1 0.2 0.37
H 0.021448 3.810954 -0.210922 0.0 -0.3 0.1 0.45
H -1.544994 3.077742 -0.470151 0.2 -0.4 0.0 0.30
H -0.874150 0.816434 -0.351213 0.2 -0.2 0.2 -0.06
H -0.854800 0.207398 2.323303 0.2 0.0 -0.2 0.27
H -1.930317 1.107600 1.564445 0.0 0.2 0.1 0.15
H 2.445288 -1.114252 1.606444 -0.1 0.1 -0.4 0.49
H 1.335929 -0.144147 2.621840 0.7 -0.4 0.2 0.30
H 2.931435 1.477129 2.463616 -0.1 -0.7 0.1 0.39
H 3.389945 2.098038 -0.240922 0.0 -0.2 0.1 0.32
H 4.559594 1.773985 1.020089 -0.3 0.0 0.3 0.46
H 4.040212 -0.846087 0.336184 -0.1 0.3 0.2 0.08
H 3.486463 0.793777 -2.204389 -0.2 0.0 0.2 0.35
H 2.399242 -0.398119 -1.364157 0.0 0.4 -0.3 0.16
H 3.914615 -0.918830 -2.122493 -0.1 0.1 0.0 0.39
H 5.918933 0.987783 -1.236532 0.0 0.1 0.3 0.33
H 6.298873 0.135807 0.331794 0.0 0.4 -0.2 0.45
H 5.909308 -0.774239 -1.120386 0.2 0.2 0.0 0.38
C -7.733998 1.514594 2.806909 -0.2 0.0 0.1 -1.40
C -6.630012 1.554017 3.859026 0.1 0.0 -0.4 0.36
C -5.762340 2.821991 3.793861 0.1 0.0 0.3 -0.78
O -4.811731 2.829267 2.751084 -0.3 0.2 0.0 -0.27
C -5.320689 3.230929 1.491416 0.3 -0.2 -0.1 -0.68
N -5.823557 0.335202 3.744560 0.1 0.1 0.1 -0.75
H -7.351067 1.281741 1.813842 0.1 0.0 0.0 0.28
H -8.464729 0.743831 3.056826 0.1 0.0 0.0 0.35
H -8.262155 2.469743 2.755212 0.0 0.0 0.0 0.34
H -7.117132 1.547294 4.839710 0.1 0.0 0.0 0.40
H -5.178400 2.874658 4.717418 0.1 0.0 0.0 0.34
H -6.380363 3.729983 3.760019 -0.1 0.0 -0.1 0.39
H -6.097308 3.996437 1.585803 -0.1 -0.1 0.1 0.33
H -5.706079 2.365297 0.947179 -0.2 0.1 -0.1 0.23
H -4.495168 3.643668 0.911213 0.1 0.0 0.1 0.24
H -5.147661 0.316109 4.503232 0.0 -0.1 0.0 0.28
H -5.247918 0.429169 2.910865 0.0 -0.1 0.0 0.32
C 1.663320 -5.611451 -4.329063 -0.2 0.0 -0.1 -1.44
C 1.742652 -4.830246 -3.020718 0.3 -0.2 -0.2 0.28
C 2.591404 -3.552878 -3.116895 -0.2 0.1 0.3 -0.43
O 3.992499 -3.778433 -3.107862 -0.1 0.0 -0.2 -0.36
C 4.549727 -4.121665 -4.359952 0.2 -0.1 0.2 -0.73
N 2.223320 -5.726491 -1.963306 0.0 0.1 0.1 -0.76
H 2.582139 -6.158815 -4.541686 0.0 0.0 0.0 0.28
H 0.857799 -6.345703 -4.281146 0.0 0.0 0.1 0.36
H 1.457723 -4.946740 -5.171133 0.0 0.0 0.0 0.33
H 0.725106 -4.521276 -2.766179 0.0 0.1 0.1 0.44
H 2.388880 -2.948084 -2.230095 0.1 0.0 0.0 0.14
H 2.303749 -2.943510 -3.982697 0.0 -0.1 -0.1 0.44
H 4.044576 -3.610355 -5.184586 -0.1 0.0 0.0 0.34
H 4.520252 -5.203633 -4.515983 0.0 0.0 -0.2 0.23
H 5.597206 -3.817025 -4.352945 0.0 0.0 0.0 0.26
H 2.185720 -5.232994 -1.075372 -0.1 -0.1 0.0 0.29
H 3.217824 -5.871053 -2.119548 0.0 -0.1 0.0 0.32

Record 2
117
Properties=species:S:1:pos:R:3:forces:R:3:mulliken_charge:R:1 method="wB97M-V/def2-TZVPD" multiplicity=2 de_lowest_kj_mol=0.0 total_charge=-1 homo_lumo_gap_ev="9.05 / 5.59" fmax_ev_per_a=3.60 e_tot_ha=-11117.834368 lumo_energy_ha="0.051 / -0.072"
Ag -26.318430 0.784732 -7.264688 0.2 -0.2 -0.2 0.41
C -28.363811 3.943101 -7.811559 0.0 -1.0 0.8 0.67
F -29.201052 4.917328 -7.542129 -0.2 0.7 -0.1 -0.25
F -29.070699 2.806401 -7.876204 -0.2 -0.2 -0.1 -0.24
F -27.795695 4.108603 -8.985689 0.2 0.5 -0.3 -0.22
S -27.049547 3.776804 -6.457844 1.0 -0.9 -1.1 1.05
O -25.828814 3.743503 -7.207247 0.2 -0.3 -0.2 -0.69
O -27.212359 4.856615 -5.547143 -0.6 -0.1 0.4 -0.63
N -27.301054 2.215323 -5.913560 -1.0 2.4 0.7 -0.25
S -28.218304 2.382302 -4.547222 1.1 -0.5 0.7 0.84
O -27.367833 2.795955 -3.486462 0.1 0.2 0.5 -0.61
O -29.454848 3.059102 -4.757032 -0.7 0.1 -0.5 -0.64
C -28.641412 0.631370 -4.063328 1.3 1.6 -0.7 0.62
F -28.715805 0.600672 -2.763628 -0.8 0.0 1.3 -0.19
F -29.739725 0.243816 -4.631384 -1.9 -0.6 -0.4 -0.25
F -27.681193 -0.171000 -4.416393 1.3 -1.2 -0.5 0.00
C -26.127643 -3.088873 -9.032864 -1.3 -1.0 -0.6 0.38
F -25.766946 -4.278474 -9.620209 0.1 0.9 0.8 -0.10
F -26.705886 -2.373228 -9.989320 0.9 0.2 0.3 -0.02
F -27.094524 -3.351420 -8.130555 0.9 0.0 -0.1 -0.12
S -24.589986 -2.267282 -8.304281 -1.3 2.1 -0.4 -0.58
O -23.699148 -3.296569 -7.926557 0.2 -1.2 0.9 -0.09
O -24.124032 -1.493592 -9.410494 -0.3 0.5 -0.1 -0.56
N -25.253686 -1.233326 -7.068437 1.6 -2.9 -1.4 0.32
S -24.690357 -1.754005 -5.644289 0.5 1.1 2.2 0.61
O -23.302403 -2.073388 -5.609733 0.3 -0.8 -0.6 -0.56
O -25.063786 -0.842857 -4.591681 -0.9 -0.1 -0.8 -0.73
C -25.655608 -3.304132 -5.208091 -0.4 0.9 -1.5 0.25
F -25.366849 -3.728264 -4.005008 0.1 0.1 1.0 -0.16
F -26.958427 -3.023656 -5.316273 -0.1 0.1 0.5 -0.18
F -25.409897 -4.284418 -6.056963 0.3 -0.6 -0.4 0.13
B -26.316189 1.036144 -9.656419 0.2 1.1 -1.2 1.80
H -26.910684 0.132750 -9.146226 -0.4 -2.0 0.0 -0.16
H -26.963155 1.413525 -10.596409 -0.5 0.2 0.5 -0.27
H -26.160440 1.872170 -8.866000 0.6 1.7 0.1 -0.38
H -25.252218 0.549168 -9.973992 0.1 -0.7 0.6 -0.16
Br -29.860092 -7.668949 -10.139238 -0.1 -0.1 0.6 -0.18
C -30.516420 -6.586021 -8.600935 -0.5 0.4 -1.3 -0.62
C -29.344550 -5.960681 -7.879979 -1.0 -0.8 0.1 -0.09
Br -30.074275 -4.628869 -6.616787 0.4 -0.4 -0.4 -0.17
H -31.189331 -7.172664 -7.984385 0.4 -0.4 0.1 0.41
H -31.166619 -5.913491 -9.155737 0.2 0.5 0.3 0.38
H -28.634115 -5.516437 -8.561921 0.1 0.3 0.1 0.01
H -28.899110 -6.779724 -7.326157 0.5 0.5 0.3 0.28
C -24.493457 -6.907671 -4.279754 0.4 0.6 -0.7 -0.88
C -24.904174 -8.266990 -3.778674 -0.8 1.1 0.3 0.50
C -26.257050 -8.745932 -4.304947 1.1 -0.4 -1.3 -0.10
O -25.992791 -10.145564 -4.560055 -0.8 -0.3 0.5 -0.39
C -24.685560 -10.403181 -4.488015 0.5 0.7 0.4 0.64
O -24.166246 -11.457822 -4.624893 0.0 -0.6 -0.3 -0.55
O -23.988479 -9.264632 -4.216837 -0.2 -0.1 0.3 -0.42
H -23.763621 -6.378847 -3.666108 -0.1 -0.2 0.3 0.52
H -25.313022 -6.211458 -4.470570 -0.3 -0.3 0.4 0.06
H -24.042907 -6.998236 -5.265975 0.0 -0.2 0.0 -0.18
H -25.022638 -8.236266 -2.687391 0.7 -0.4 0.0 0.32
H -26.480525 -8.351367 -5.298755 -0.3 0.4 0.3 0.01
H -27.037674 -8.587112 -3.572854 -0.3 -0.3 -0.1 0.32
C -22.240043 -7.670647 -7.356679 0.9 -1.2 -0.2 -1.60
C -23.167825 -6.937757 -8.272093 -1.7 0.1 1.0 0.79
C -23.607858 -7.745560 -9.485210 -0.4 0.7 -1.5 -0.47
O -25.048591 -7.881029 -9.382536 0.5 -0.7 0.0 -0.40
C -25.461041 -7.377937 -8.217513 1.2 1.2 0.4 0.40
O -26.560050 -7.332236 -7.789551 -1.6 -0.7 0.0 -0.48
O -24.457901 -6.785730 -7.559092 1.1 -0.2 -0.3 0.06
H -22.650440 -8.654564 -7.097626 -0.3 0.2 0.0 0.37
H -21.956485 -7.206244 -6.417986 -0.1 0.5 -0.1 0.39
H -21.324388 -7.943672 -7.899036 0.0 0.4 0.1 0.39
H -22.917544 -5.912682 -8.531331 0.5 -0.1 0.0 0.05
H -23.112984 -8.703347 -9.647519 -0.3 -0.2 0.5 0.31
H -23.464659 -7.182642 -10.414920 0.2 0.0 0.2 0.32
C -27.653604 -2.333879 -1.492970 0.4 -0.4 -0.6 -1.20
C -27.224906 -3.335242 -0.429010 0.0 0.4 -0.5 0.40
C -26.574252 -4.640414 -0.947583 0.2 1.2 0.4 0.06
O -25.246493 -4.608285 -0.403921 0.1 -0.2 0.0 -0.34
C -25.035170 -3.478834 0.301264 -0.8 0.5 0.4 0.64
O -24.031438 -3.169098 0.857467 0.1 -0.3 -0.3 -0.55
O -26.168733 -2.723377 0.334367 0.2 -0.5 0.1 -0.38
H -28.225700 -1.549755 -1.007291 0.1 0.3 -0.3 0.45
H -28.212451 -2.770109 -2.329489 -0.4 -0.2 0.5 0.38
H -26.778580 -1.938692 -2.019182 0.0 0.3 0.5 0.10
H -28.086414 -3.509231 0.220333 0.3 -0.2 0.2 0.28
H -26.478215 -4.555767 -2.028192 -0.2 -0.6 0.0 -0.13
H -27.089707 -5.508602 -0.548796 0.1 -0.2 -0.4 0.31
C -25.711909 -7.691884 -14.181674 -0.1 -0.1 -0.2 -1.39
C -26.998557 -7.043162 -13.702675 -0.1 0.5 -1.1 0.43
C -27.026557 -6.393430 -12.318073 0.5 -1.0 -0.6 0.09
O -27.747701 -5.186951 -12.544784 0.5 0.0 0.9 -0.19
C -27.521280 -4.798441 -13.820128 -0.1 -2.0 0.3 0.53
O -27.662223 -3.721365 -14.240957 -0.3 2.1 -0.6 -0.52
O -27.170110 -5.864798 -14.563154 0.4 -0.3 0.2 -0.39
H -25.777798 -7.784709 -15.266501 0.0 0.1 0.0 0.37
H -25.525145 -8.706943 -13.828507 -0.2 0.1 0.4 0.36
H -24.861453 -7.049189 -13.950784 0.0 -0.1 0.0 0.34
H -27.870934 -7.659040 -13.944229 0.1 -0.1 0.5 0.30
H -25.993644 -6.242852 -11.982674 -0.1 0.6 0.0 -0.07
H -27.478768 -7.036146 -11.579687 -0.5 0.2 0.2 0.13
O -29.355212 -1.802078 -9.435243 -0.3 0.0 -0.6 -0.40
H -29.667175 -2.706986 -9.550818 0.0 0.1 0.0 0.20
H -29.357170 -1.415248 -10.343487 -0.1 -0.3 0.7 0.36
O -28.389519 -0.270140 -7.208929 -0.8 -0.4 0.2 0.04
H -28.598732 -1.147923 -7.564036 0.0 0.2 -0.3 -0.10
H -29.244343 0.181105 -7.143908 0.3 0.0 -0.1 0.17
O -25.497614 -0.296274 -12.335395 -0.2 -0.3 -0.4 -0.49
H -26.051699 -0.827183 -12.924879 0.2 0.0 0.2 0.26
H -24.703510 -0.825774 -12.193138 0.0 0.2 0.1 0.25
O -25.592445 0.588633 -2.132426 0.0 -0.4 0.1 -0.58
H -25.572160 -0.127422 -2.788320 0.2 0.4 0.0 0.35
H -24.859222 0.393235 -1.536643 -0.1 0.0 -0.1 0.29
O -20.898685 -1.447406 -8.205800 0.0 -0.2 -0.1 -0.66
H -20.599581 -1.970267 -7.452494 -0.2 0.1 0.0 0.30
H -21.702528 -1.894605 -8.501357 0.1 0.1 0.1 0.37
O -23.034513 0.736226 -10.644619 0.3 -0.4 0.2 -0.63
H -23.174807 0.039007 -9.974939 0.1 0.5 -0.4 0.36
H -22.077194 0.856445 -10.676961 -0.2 0.0 0.1 0.30
O -28.678986 -0.356241 -11.698233 0.3 -0.2 0.3 -0.80
H -28.387522 0.133485 -12.473616 -0.1 0.0 0.1 0.30
H -27.943001 -0.272148 -11.064147 -0.1 0.3 -0.4 0.05

Record 3
17
Properties=species:S:1:pos:R:3:forces:R:3:mulliken_charge:R:1 method="wB97M-V/def2-TZVPD" smiles="C=C[C@H](O)COC" multiplicity=1 de_lowest_kj_mol=248.9 homo_lumo_gap_ev=10.46 fmax_ev_per_a=0.30 e_tot_ha=-346.930629 lumo_energy_ha=0.037
C 0.687941 0.990613 -1.435108 -0.1 0.0 0.0 -0.76
C -0.480116 0.373573 -1.282943 0.1 0.1 -0.1 -0.19
C -1.303794 0.475034 -0.017614 0.0 -0.2 -0.1 0.09
O -1.462457 1.811577 0.432924 0.2 0.2 0.0 -0.54
C -0.704407 -0.386800 1.113756 -0.3 -0.1 0.0 -0.64
O 0.693078 -0.269537 1.232892 0.0 0.0 0.0 -0.36
C 1.401340 -1.336894 0.643003 0.2 -0.2 -0.1 -0.71
H 1.122061 1.598116 -0.640625 -0.1 -0.1 -0.2 0.22
H 1.288181 0.880033 -2.333194 -0.2 0.0 0.1 0.29
H -0.861981 -0.269737 -2.075476 0.1 0.1 0.1 0.31
H -2.319820 0.100239 -0.205192 0.2 0.0 0.0 0.34
H -0.739386 2.340850 0.077931 -0.1 0.0 0.1 0.36
H -0.997825 -1.438030 0.979336 0.1 0.1 0.0 0.37
H -1.143652 -0.020258 2.047114 0.0 -0.1 -0.1 0.33
H 1.098095 -1.511363 -0.398267 0.1 0.0 0.2 0.34
H 1.261159 -2.270495 1.210179 0.0 0.2 0.0 0.31
H 2.461591 -1.066916 0.651277 -0.2 -0.1 0.0 0.25